{
  "formula": "C34H39N5O2P2PdS2",
  "method": "ωB97M-V/def2-TZVPD",
  "homo_ev": [-7.33, -8.29],
  "spin_multiplicity": 3,
  "e_tot_ha": -3349.940238,
  "homo_lumo_gap_ev": [6.2, 5.2],
  "charge": 0,
  "elements": ["Pd", "C", "C", "C", "C", "C", "C", "C", "C", "C", "H", "H", "H", "H", "H", "H", "H", "H", "H", "H", "H", "H", "H", "H", "H", "P", "P", "N", "N", "N", "N", "C", "C", "C", "C", "C", "C", "C", "C", "C", "C", "C", "C", "C", "C", "C", "C", "C", "C", "H", "H", "H", "H", "H", "H", "H", "H", "H", "H", "H", "H", "H", "H", "H", "H", "H", "H", "H", "H", "O", "S", "O", "N", "C", "S", "C", "C", "C", "C", "C", "C", "H", "H", "H", "H"],
  "xyz": [[-0.313, -3.047, 2.698], [-1.075, 2.487, 3.446], [-1.490, 1.701, 2.448], [-1.064, 1.693, 0.998], [0.206, 0.900, 0.571], [1.534, 1.154, 1.215], [1.759, 2.064, 2.174], [1.043, 3.366, 2.291], [0.067, 3.443, 3.481], [1.080, -1.992, 3.616], [-1.576, 2.354, 4.408], [-2.226, 0.916, 2.684], [-1.013, 2.698, 0.545], [-1.893, 1.143, 0.508], [-0.006, -0.179, 0.706], [0.319, 1.051, -0.515], [2.273, 0.363, 1.007], [2.534, 1.882, 2.936], [0.523, 3.593, 1.354], [1.785, 4.153, 2.499], [0.581, 3.230, 4.446], [-0.309, 4.488, 3.551], [1.047, -0.908, 3.385], [1.885, -2.482, 3.054], [1.253, -2.163, 4.703], [1.454, -1.174, -3.239], [-1.916, -0.748, -3.054], [2.849, -0.116, -3.469], [2.127, -2.462, -4.376], [-2.066, 1.058, -3.279], [-3.537, -1.067, -3.726], [0.419, -0.346, -4.537], [-0.986, -0.966, -4.627], [3.677, 0.299, -2.414], [4.650, 1.148, -2.929], [4.433, 1.245, -4.338], [3.332, 0.463, -4.642], [2.393, -3.766, -3.963], [2.819, -4.523, -5.059], [2.832, -3.647, -6.188], [2.428, -2.398, -5.736], [-1.857, 1.917, -2.197], [-1.836, 3.233, -2.641], [-2.044, 3.198, -4.053], [-2.167, 1.858, -4.416], [-4.350, -0.389, -4.641], [-5.405, -1.212, -5.012], [-5.236, -2.454, -4.321], [-4.086, -2.350, -3.554], [0.900, -0.430, -5.519], [0.361, 0.729, -4.291], [-1.545, -0.492, -5.444], [-0.928, -2.043, -4.853], [3.465, -0.045, -1.409], [5.419, 1.644, -2.361], [5.007, 1.820, -5.042], [2.851, 0.306, -5.593], [2.268, -4.037, -2.925], [3.076, -5.566, -5.049], [3.097, -3.898, -7.204], [2.347, -1.479, -6.305], [-1.757, 1.490, -1.209], [-1.669, 4.102, -2.011], [-2.087, 4.048, -4.713], [-2.351, 1.442, -5.394], [-4.159, 0.631, -4.936], [-6.209, -0.951, -5.678], [-5.885, -3.311, -4.372], [-3.604, -3.046, -2.883], [-1.787, 2.093, 7.079], [-0.618, 1.346, 6.686], [0.589, 2.090, 6.393], [-0.964, 0.264, 5.461], [-0.780, -1.010, 5.786], [-1.226, -2.259, 4.688], [-0.362, -1.181, 7.209], [-0.052, -2.322, 7.968], [0.304, -2.175, 9.324], [0.365, -0.898, 9.923], [0.103, 0.249, 9.159], [-0.271, 0.068, 7.836], [-0.083, -3.289, 7.447], [0.532, -3.068, 9.919], [0.618, -0.788, 10.973], [0.190, 1.258, 9.539]],
  "forces_ev_per_angstrom": [[-1.28, -0.05, 0.26], [-0.40, -0.51, -0.17], [0.29, -0.11, 0.38], [-0.01, -0.45, -0.36], [-0.24, 0.21, -0.79], [0.00, -0.35, 1.17], [0.61, -0.49, -0.21], [-0.61, 0.23, 0.80], [-0.06, 0.53, 0.16], [2.76, 0.87, 0.36], [0.08, 0.10, -0.42], [0.19, 0.55, 0.03], [-0.24, -0.37, 0.31], [0.35, 0.49, 0.08], [0.14, 0.35, -0.01], [-0.18, -0.21, 0.01], [-0.36, 0.21, 0.53], [0.15, 0.27, -0.76], [0.30, 0.17, 0.30], [-0.05, -0.20, -0.43], [-0.06, 0.31, -0.70], [0.14, -0.49, 0.09], [-0.18, -0.60, 0.13], [0.43, 0.29, 0.12], [-0.03, 0.11, -0.96], [2.36, -0.21, -2.88], [-1.89, 2.53, -2.02], [0.24, 0.44, 0.79], [-0.41, -0.38, 0.55], [0.54, -0.06, 0.86], [-0.29, -1.15, 0.12], [-0.41, -0.01, 0.13], [0.40, -0.22, -0.14], [0.16, 0.49, -1.00], [-0.87, -0.78, 0.23], [-0.90, -0.75, 0.34], [0.45, 0.51, 0.63], [0.13, -0.17, -1.07], [-0.48, 1.14, 0.81], [-0.33, 0.66, 0.95], [-0.12, -0.51, -0.15], [-0.07, 0.33, -0.66], [-0.01, -1.01, 0.27], [0.08, -1.32, 0.32], [0.17, 0.73, 0.35], [-0.39, -0.64, 0.04], [1.17, 0.04, 0.82], [0.83, 0.41, 0.32], [-0.51, 0.78, -0.51], [-0.13, 0.07, 0.42], [-0.02, -0.37, 0.02], [0.06, -0.23, 0.25], [0.01, 0.22, 0.07], [0.13, 0.13, -0.16], [0.00, -0.05, 0.03], [0.03, 0.02, -0.06], [0.13, 0.08, 0.18], [-0.04, -0.04, -0.10], [0.05, -0.07, 0.07], [0.03, 0.09, 0.11], [-0.02, -0.41, 0.18], [-0.02, 0.26, -0.42], [-0.12, -0.23, -0.22], [-0.04, -0.08, -0.09], [0.14, 0.05, 0.10], [-0.03, -0.21, 0.18], [0.00, 0.07, -0.02], [0.02, -0.05, 0.01], [-0.13, 0.00, -0.07], [0.43, -0.56, -0.44], [0.26, 0.04, 0.26], [-0.77, -0.69, 0.02], [0.14, -1.62, -0.56], [-0.50, 2.73, 0.15], [-1.59, -0.39, 0.64], [0.54, -0.25, 1.20], [-0.06, 0.32, -0.45], [-0.16, 0.27, -0.22], [-0.11, -0.21, -0.63], [-0.09, -0.70, -0.39], [0.35, -0.40, 0.55], [0.02, 0.29, 0.57], [-0.11, 0.45, -0.29], [0.03, -0.14, -0.16], [-0.04, -0.09, 0.23]]
}


{
  "formula": "C34H40As2I2N5OY",
  "method": "ωB97M-V/def2-TZVPD",
  "homo_ev": -12.53,
  "e_tot_ha": -6773.422458,
  "homo_lumo_gap_ev": 7.3,
  "charge": 2,
  "elements": ["Y", "N", "C", "C", "C", "N", "C", "C", "N", "C", "H", "H", "H", "H", "H", "H", "H", "H", "H", "H", "H", "H", "H", "H", "H", "H", "C", "As", "C", "C", "C", "C", "C", "C", "C", "As", "C", "C", "H", "H", "H", "H", "H", "H", "H", "H", "H", "H", "H", "H", "H", "H", "H", "H", "I", "C", "C", "C", "I", "C", "C", "C", "C", "N", "C", "C", "O", "H", "H", "H", "H", "N", "C", "C", "C", "C", "C", "C", "C", "C", "C", "H", "H", "H", "H"],
  "xyz": [[0.309, -0.157, 0.433], [-2.567, -1.402, 4.889], [-2.347, -0.676, 3.577], [-2.446, 0.871, 3.820], [-2.090, 1.617, 2.493], [-0.630, 1.423, 2.140], [-3.027, 1.188, 1.408], [-3.144, -0.280, 1.199], [-2.108, -0.838, 0.324], [-3.318, -1.097, 2.475], [-1.780, -1.163, 5.516], [-2.606, -2.432, 4.734], [-3.372, -1.169, 5.399], [-1.289, -0.815, 3.289], [-1.773, 1.250, 4.611], [-3.476, 1.195, 4.088], [-2.191, 2.664, 2.741], [-0.032, 1.346, 2.962], [-0.365, 2.316, 1.738], [-2.697, 1.663, 0.529], [-3.971, 1.600, 1.692], [-4.087, -0.487, 0.724], [-2.335, -0.517, -0.645], [-2.196, -1.845, 0.185], [-3.163, -2.189, 2.339], [-4.334, -0.978, 2.857], [4.067, 0.148, -1.392], [2.596, 1.365, -1.029], [3.516, 3.027, -0.444], [2.009, 2.031, -2.738], [2.909, 2.308, -3.705], [2.510, 2.984, -4.870], [1.157, 3.320, -5.080], [0.246, 3.067, -4.054], [0.649, 2.392, -2.910], [-0.656, 2.194, -1.534], [-2.316, 1.649, -2.426], [-1.180, 4.024, -1.166], [4.673, 0.505, -2.276], [3.577, -0.772, -1.709], [4.684, 0.061, -0.471], [3.887, 3.007, 0.556], [2.783, 3.827, -0.483], [4.309, 3.196, -1.248], [3.960, 2.035, -3.530], [3.246, 3.162, -5.688], [0.824, 3.823, -6.015], [-0.819, 3.291, -4.253], [-2.510, 2.014, -3.418], [-3.131, 1.857, -1.821], [-2.237, 0.519, -2.496], [-1.017, 4.620, -2.012], [-0.527, 4.389, -0.385], [-2.202, 4.072, -0.834], [-0.996, -4.281, 3.832], [0.609, -2.936, 3.997], [1.501, -3.108, 5.082], [2.550, -2.263, 5.281], [3.724, -2.423, 6.984], [2.830, -1.254, 4.342], [3.872, -0.264, 4.444], [4.032, 0.687, 3.429], [3.080, 0.737, 2.431], [2.081, -0.093, 2.332], [1.927, -1.079, 3.230], [0.810, -1.947, 3.040], [0.140, -1.805, 1.926], [1.302, -3.917, 5.769], [4.546, -0.272, 5.272], [4.900, 1.345, 3.513], [3.212, 1.531, 1.661], [-2.244, -5.830, -7.589], [-1.867, -5.096, -6.787], [-1.485, -4.184, -5.712], [-2.297, -3.185, -5.168], [-1.829, -2.384, -4.203], [-0.578, -2.619, -3.572], [0.257, -3.604, -4.107], [-0.192, -4.409, -5.134], [-0.101, -1.778, -2.509], [0.339, -1.176, -1.546], [-3.264, -2.972, -5.551], [-2.449, -1.624, -3.730], [1.194, -3.731, -3.583], [0.420, -5.269, -5.459]],
  "forces_ev_per_angstrom": [[0.45, -0.03, 1.52], [1.87, -0.53, -0.77], [0.34, 2.20, 0.15], [-0.13, -0.05, -0.45], [1.07, -0.74, 1.99], [-0.72, 0.31, -0.12], [0.58, 0.27, 0.84], [-0.97, -1.97, -0.06], [0.30, 0.77, -1.65], [0.88, -0.83, 1.43], [-0.22, -0.55, -0.33], [0.56, 0.27, 0.06], [-1.88, 0.83, 0.58], [-0.68, -0.70, 0.16], [-0.20, -0.42, -0.17], [0.50, -0.36, -0.06], [-0.40, 0.38, -0.22], [-0.25, -0.09, 0.15], [0.26, 0.10, -0.20], [0.09, 0.60, -1.46], [-0.89, 0.23, -0.07], [-0.59, 0.31, -0.54], [0.35, -0.05, 0.84], [0.11, -0.04, 0.58], [-0.17, 0.60, -0.45], [-0.12, 0.14, -0.08], [0.52, 0.64, -0.90], [-0.04, 0.20, 0.86], [0.28, -0.27, -2.08], [-1.92, -0.09, 1.05], [1.20, 0.68, -1.32], [-0.09, -0.24, -1.09], [0.83, 0.34, -0.02], [-0.38, -0.42, -0.94], [0.52, 0.42, -0.24], [-0.87, -0.66, 0.54], [1.91, -2.53, -0.83], [0.61, -0.70, 1.13], [-0.42, -0.32, 1.19], [0.28, -0.22, 0.32], [-0.38, -0.17, -0.77], [0.64, -0.18, 0.46], [-0.08, 0.16, -0.22], [-0.85, 0.05, 1.41], [-0.45, 0.24, -0.44], [-0.63, -0.05, 0.86], [0.40, -0.50, 0.85], [0.70, 0.02, 0.37], [0.17, 0.36, -0.41], [-1.55, 0.62, 1.30], [-0.14, 1.19, -0.17], [0.02, 0.89, -1.31], [0.09, 0.30, 0.29], [-0.42, 0.00, 0.08], [0.23, 0.07, -0.21], [0.10, 0.23, -0.11], [-0.54, 0.01, -0.04], [0.37, -0.19, 0.21], [0.07, -0.21, 0.18], [-0.23, 1.88, -0.88], [-0.78, -0.22, -1.49], [0.52, -1.09, 2.21], [1.06, 1.43, -1.07], [-0.78, 0.14, -1.16], [1.03, -0.46, 1.73], [0.15, -0.72, -0.65], [-0.57, 0.18, 0.15], [0.07, 0.00, 0.15], [0.33, -0.13, 0.37], [-0.54, 0.03, -0.35], [-0.47, -0.84, 0.59], [0.28, 0.24, 0.18], [-0.60, 0.52, 0.53], [1.77, -1.04, 0.46], [-0.08, -0.89, -1.86], [1.25, 0.88, 3.11], [-0.29, 0.62, -1.31], [-0.40, 0.18, 0.85], [-0.75, -0.40, -0.69], [-0.39, -0.75, -0.48], [0.12, -0.05, -0.74], [-0.68, -0.16, -0.47], [-0.06, -0.05, -0.44], [0.21, -0.35, -0.37], [-0.43, 0.71, -0.03]]
}